102
Properties=species:S:1:pos:R:3 method="wB97M-V/def2-TZVPD" lumo_ev=0.32 smiles="CNC(C)=O.CNC(C)=O.CNC(C)=O.CNC(C)=O.CNC(C)=O.CC#N.CC#N.CC#N.CC#N.CC#N.CC#N.CC#N" orbital_gap_ev=9.35
C -0.45 -6.63 -1.03
N -0.21 -5.51 -1.91
C -0.37 -4.26 -1.45
C 0.26 -3.18 -2.24
O -0.82 -4.05 -0.30
H 0.43 -7.25 -0.98
H -1.25 -7.16 -1.38
H -0.60 -6.18 -0.06
H 0.10 -5.67 -2.81
H 0.58 -3.51 -3.25
H 1.12 -2.85 -1.64
H -0.31 -2.29 -2.40
C 3.66 3.97 -3.89
N 2.88 2.79 -3.70
C 3.41 1.68 -3.16
C 2.47 0.57 -2.89
O 4.64 1.58 -2.92
H 3.19 4.69 -4.57
H 4.64 3.64 -4.28
H 3.85 4.51 -2.91
H 1.89 2.80 -3.89
H 1.53 0.58 -3.53
H 2.22 0.51 -1.82
H 3.03 -0.36 -3.02
C -1.49 5.83 -3.76
N -0.99 5.25 -2.52
C -0.22 4.12 -2.60
C 0.17 3.53 -1.26
O 0.24 3.65 -3.64
H -1.08 6.81 -3.90
H -2.58 5.91 -3.83
H -1.18 5.21 -4.63
H -1.61 5.16 -1.74
H 1.06 4.11 -0.94
H 0.51 2.53 -1.40
H -0.53 3.63 -0.48
C 2.68 1.83 0.69
N 1.82 2.08 1.83
C 1.69 3.34 2.36
C 0.85 3.45 3.58
O 2.42 4.26 1.94
H 2.77 0.76 0.56
H 3.66 2.28 0.77
H 2.18 2.21 -0.23
H 1.22 1.31 2.16
H 0.22 2.53 3.73
H 0.19 4.33 3.45
H 1.43 3.68 4.47
C -0.02 -0.87 0.62
N -0.67 -1.51 1.79
C -0.65 -0.92 3.01
C -1.43 -1.69 4.03
O -0.09 0.16 3.22
H -0.52 -1.18 -0.32
H 1.00 -1.17 0.45
H -0.10 0.20 0.78
H -1.08 -2.41 1.69
H -1.30 -1.16 4.98
H -1.05 -2.70 4.06
H -2.49 -1.69 3.76
C -3.57 -3.52 -0.02
C -3.92 -2.17 0.36
N -4.03 -1.05 0.55
H -4.38 -4.20 0.20
H -2.65 -3.78 0.55
H -3.41 -3.56 -1.11
C 6.05 -0.18 -0.61
C 4.72 -0.84 -0.56
N 3.76 -1.46 -0.60
H 6.79 -0.87 -1.06
H 6.46 0.09 0.33
H 6.03 0.67 -1.29
C -2.64 2.43 1.78
C -3.18 2.97 0.58
N -3.68 3.42 -0.33
H -2.32 1.40 1.58
H -3.43 2.36 2.51
H -1.75 3.04 2.21
C 3.08 -0.96 3.61
C 4.40 -1.25 2.96
N 5.45 -1.40 2.51
H 2.27 -1.57 3.33
H 2.74 0.08 3.44
H 3.21 -1.00 4.69
C 2.71 -3.99 1.66
C 1.48 -4.13 2.43
N 0.55 -4.36 3.07
H 2.64 -4.52 0.70
H 3.65 -4.14 2.26
H 2.79 -2.92 1.35
C -4.29 0.66 -2.57
C -3.42 -0.17 -3.53
N -2.82 -0.74 -4.30
H -3.96 1.67 -2.52
H -4.19 0.26 -1.49
H -5.28 0.65 -2.99
C -7.90 -0.88 2.85
C -7.64 -2.28 3.07
N -7.40 -3.38 3.31
H -8.26 -0.48 3.81
H -8.65 -0.76 2.06
H -6.95 -0.39 2.57